[1]
ORCA calculation (wB97M-V/def2-TZVPD) on a structure of composition C12H36ClNO9P2Si2.

Calculated values
* frontier orbital gap: 10.67 eV

Structure (ORCA input):
```
! wB97M-V def2-TZVPD RIJCOSX def2/J DEFGRID3
* xyz 0 1
N -1.12857 0.95116 5.28802
Si 0.09418 2.15558 5.13812
O 0.94801 2.16080 3.68509
Si 0.11943 2.04198 2.27004
Cl -0.89440 3.77464 1.81656
H -0.81704 0.00799 5.08783
H -1.98536 1.16339 4.79210
H 1.06733 1.94076 6.21614
H -0.55863 3.46917 5.26248
H 1.01967 1.64998 1.17644
H -0.86650 0.96158 2.43290
O 6.49644 -1.60094 0.31334
P 5.14833 -2.07583 0.67549
O 5.28420 -2.77883 2.12620
C 5.53361 -1.95613 3.26897
C 4.34679 -1.08048 3.63301
O 4.97279 -3.39258 -0.26579
C 5.90436 -3.67938 -1.30840
C 7.04767 -4.54586 -0.81457
O 3.53371 -1.88212 0.74043
C 2.96201 -0.76208 0.02882
C 3.24844 -0.81197 -1.45919
H 6.42304 -1.34425 3.09305
H 5.75491 -2.63387 4.09231
H 4.16985 -0.31641 2.87166
H 4.52276 -0.57160 4.58125
H 3.43811 -1.67684 3.71378
H 6.27654 -2.75707 -1.75415
H 5.35463 -4.20632 -2.09028
H 7.43167 -4.20212 0.14481
H 7.86360 -4.55554 -1.53875
H 6.70701 -5.57290 -0.67115
H 3.34226 0.16718 0.46243
H 1.88752 -0.79110 0.20183
H 4.32096 -0.72815 -1.66043
H 2.74803 0.01065 -1.97034
H 2.91066 -1.75658 -1.88429
O -5.24010 2.89423 -1.68014
P -4.89982 1.49994 -2.01712
O -4.79675 0.70161 -0.61251
C -5.99413 0.45576 0.12916
C -6.91058 -0.54667 -0.55011
O -3.32119 1.60382 -2.40074
C -2.68726 2.87242 -2.56768
C -2.10556 3.37822 -1.26157
O -5.05968 0.17420 -2.94756
C -5.81225 0.30219 -4.17508
C -5.21165 1.32746 -5.11698
H -6.51826 1.40009 0.30246
H -5.68108 0.06770 1.09760
H -7.32773 -0.13795 -1.47404
H -7.74231 -0.80933 0.10431
H -6.36503 -1.45299 -0.81146
H -3.38164 3.59619 -2.99418
H -1.88874 2.73556 -3.29921
H -2.79723 3.24704 -0.43152
H -1.84250 4.43439 -1.33675
H -1.20176 2.82035 -1.01075
H -6.84751 0.56193 -3.93739
H -5.81880 -0.68095 -4.64187
H -5.24672 2.33247 -4.68521
H -5.76338 1.34938 -6.05682
H -4.16640 1.09705 -5.32058
*
```

Mulliken population analysis, charges in e, atoms 1 to 8:
1. N -0.559
2. Si 0.363
3. O -0.145
4. Si 0.727
5. Cl -0.268
6. H 0.259
7. H 0.277
8. H -0.153


[2]
ORCA calculation (wB97M-V/def2-TZVPD) on a cluster of 2 separate species, CH3ClN2 in total.

Calculated values
* relative energy (zero: lowest compared OMol25 entry of this formula, charge and spin): 503.4 kJ/mol
* SMILES string: ClC1=NN1.[H][H]
* frontier orbital gap: 9.75 eV

Structure (ORCA input):
```
! wB97M-V def2-TZVPD RIJCOSX def2/J DEFGRID3
* xyz 0 1
Cl -2.59693 -1.34639 -0.44465
C -1.09644 -0.57003 -0.17777
N 0.04656 -0.37215 -0.76380
N -0.13751 -0.47072 0.78669
H -0.10044 0.49822 1.13067
H 1.66360 0.90463 -0.36763
H 2.22116 1.35645 -0.16352
*
```

List of Mulliken charges in e, atom by atom:
1. Cl -0.084
2. C 0.549
3. N -0.372
4. N -0.388
5. H 0.259
6. H -0.219
7. H 0.255


[3]
ORCA calculation (wB97M-V/def2-TZVPD) on a structure of composition C2HI2N3.

Calculated values
* relative energy (zero: lowest compared OMol25 entry of this formula, charge and spin): 305.3 kJ/mol
* frontier orbital gap (spin up / spin down): 6.93 / 6.68 eV

Structure (ORCA input):
```
! wB97M-V def2-TZVPD RIJCOSX def2/J DEFGRID3
* xyz 0 1
C 1.25371 -0.07507 -0.38368
C 0.02463 1.76274 0.47054
N 0.89353 1.17760 -0.09608
N 0.38785 -0.97332 -0.03781
N -0.63672 -0.86942 0.64362
I -2.04922 1.72544 0.14289
I -2.02494 -2.36492 0.15128
H 2.15116 -0.38306 -0.89076
*
```

List of Mulliken charges in e, atom by atom:
1. C -0.088
2. C 0.068
3. N -0.209
4. N 0.146
5. N -0.576
6. I 0.163
7. I 0.120
8. H 0.377


Max |F| (computed, hartree/bohr): 0.125 0.080 0.050